# C3H6N2O2S

An isolated molecule of C3H6N2O2S at a distorted geometry (ωB97M-V/def2-TZVPD, OMol25).

```
14
C3H6N2O2S, DFT ωB97M-V/def2-TZVPD
C 1.53225 -0.04185 -0.42207
C 0.26298 -0.80033 -0.14104
C -0.94677 1.37694 -0.27334
H 1.82757 0.65471 1.44541
H 2.32535 -0.82022 -0.42918
H 1.40435 0.42171 -1.41801
H -0.56834 -2.44252 0.13917
H -2.72468 -0.33751 1.32394
H 0.05842 1.75008 -0.52275
N 0.33630 -2.04899 -0.02574
N -0.94607 -0.00983 -0.16619
O 1.85133 0.99344 0.50661
O -1.94770 2.02574 -0.07704
S -2.46498 -0.72139 0.06022
```

Summary:
- Frontier orbital gap: 10.336 eV
- Charge: 0
- LUMO: 0.5 eV
- Relative energy (zero: lowest compared OMol25 entry of this formula, charge and spin): 210.8 kJ/mol
- SMILES string: [H]/N=C(/CO)N(S)C=O
- HOMO level: -9.9 eV

***

# C2H6NP2

A cluster of 2 separate species, C2H6NP2 in total at a distorted geometry (ωB97M-V/def2-TZVPD, OMol25).

```
11
C2H6NP2, DFT ωB97M-V/def2-TZVPD
C 3.24468 0.49922 0.08746
C -3.25607 -0.57173 -0.08821
N 0.47364 0.03203 -0.22873
P 1.43730 1.00768 0.31026
P -2.14424 0.80973 0.11123
H 3.21171 -0.41937 0.83843
H 3.60894 0.18311 -0.88366
H 3.82922 1.27543 0.58167
H -2.92321 -0.93178 -1.10776
H -3.15141 -1.57110 0.47869
H -4.33056 -0.31322 -0.09938
```

Summary:
- Frontier orbital gap (alpha / beta): 6.680 / 6.963 eV
- Charge: +1
- LUMO (alpha / beta): -7.2 / -6.5 eV
- Relative energy (zero: lowest compared OMol25 entry of this formula, charge and spin): 399.9 kJ/mol
- HOMO level (alpha / beta): -13.9 / -13.5 eV

***

# C6H8O3

An isolated molecule of C6H8O3 at a distorted geometry (ωB97M-V/def2-TZVPD, OMol25).

```
17
C6H8O3, DFT ωB97M-V/def2-TZVPD
C -2.43074 1.09666 0.48851
C -1.57120 0.11430 0.26406
C -2.98732 -0.05561 -0.20365
C 1.72622 -1.75014 0.17172
C 1.11843 1.35080 -0.79042
C -0.06446 -0.22310 0.58744
O -3.92491 -0.68360 -0.54803
O 0.36236 -1.29462 -0.12973
O 0.80321 0.84199 0.53499
H -2.46878 2.14891 0.78135
H 2.11478 -1.90092 -0.78115
H 1.57331 -2.66114 0.79738
H 2.18257 -0.89365 0.54641
H 2.02216 1.86856 -0.60502
H 0.23557 1.93342 -1.31546
H 1.33107 0.60734 -1.56483
H -0.02226 -0.49919 1.76643
```

Summary:
- Frontier orbital gap (alpha / beta): 6.102 / 7.402 eV
- Charge: 0
- LUMO (alpha / beta): 0.9 / -2.8 eV
- Relative energy (zero: lowest compared OMol25 entry of this formula, charge and spin): 358.5 kJ/mol
- 2S+1: 3
- HOMO level (alpha / beta): -5.2 / -10.2 eV

***

# C38H77INO26PS8

A cluster of 7 separate species, C38H77INO26PS8 in total at a distorted geometry (ωB97M-V/def2-TZVPD, OMol25).

```
152
C38H77INO26PS8, DFT ωB97M-V/def2-TZVPD
C -0.19252 6.15862 0.28538
C -0.71228 4.86819 0.94649
C -1.50275 5.08166 2.23635
C -1.45177 3.89454 3.20674
C -1.60481 2.56904 2.47453
C -1.91455 1.36839 3.37993
C -1.62781 0.07214 2.60971
C -1.06849 -1.08787 3.40796
N 0.27328 -0.87673 3.98570
C 1.24433 -0.14003 3.14679
C 1.46086 1.30813 3.57784
C 2.11432 2.12046 2.46492
C 3.05579 3.19063 3.03597
C 4.39625 2.63332 3.55464
C 5.56696 2.78686 2.58367
C 5.31646 2.05884 1.26715
C 5.35961 0.52761 1.46887
C 0.86960 -2.12996 4.33128
S 1.47267 -2.35792 5.80497
S 0.90260 -3.54344 3.21750
C 1.52009 -3.10315 1.55889
C 0.44334 -3.20117 0.46030
C -0.17448 -1.85466 0.08305
P -0.94331 -1.68753 -1.57223
O -1.32105 -3.38869 -1.72568
C 0.06379 -1.78640 -3.09054
C 1.59905 -1.63676 -2.80157
C 2.24334 -0.41348 -3.47239
C 2.75955 0.65692 -2.49717
C -0.78005 0.26957 -1.41869
C -1.60092 0.96294 -2.45695
O -2.81259 0.81072 -2.62039
I -0.59275 2.31520 -3.85682
H -0.72169 6.38171 -0.63340
H -0.20538 6.99242 0.98075
H 0.84424 6.02574 -0.00444
H -1.34857 4.36690 0.22212
H 0.13306 4.20021 1.08721
H -2.55086 5.20715 1.96128
H -1.19406 6.00501 2.71851
H -0.47144 3.90968 3.68570
H -2.19664 4.01299 3.98836
H -2.41174 2.63583 1.74794
H -0.65739 2.34959 1.99554
H -1.39084 1.42297 4.32918
H -2.97819 1.39797 3.60641
H -2.57259 -0.28457 2.20224
H -1.01801 0.29801 1.73983
H -1.13018 -1.99155 2.80031
H -1.74345 -1.25501 4.24565
H 2.20789 -0.62120 3.29289
H 1.04237 -0.19494 2.08352
H 0.56370 1.75721 3.98861
H 2.17283 1.27415 4.40004
H 1.38030 2.63838 1.85025
H 2.65571 1.42150 1.82924
H 2.53033 3.61391 3.88821
H 3.21888 3.97028 2.29753
H 4.62702 3.16116 4.47535
H 4.25097 1.58550 3.80965
H 6.43084 2.31128 3.04100
H 5.75248 3.84721 2.44143
H 6.09345 2.31096 0.55115
H 4.37768 2.36477 0.81925
H 5.55611 0.27820 2.50669
H 4.43185 0.04350 1.17915
H 6.15673 0.08625 0.88058
H 2.27030 -3.85265 1.33306
H 2.02951 -2.15012 1.52507
H 0.92379 -3.62711 -0.41637
H -0.32611 -3.90315 0.75829
H 0.58812 -1.08474 0.13850
H -0.92996 -1.60037 0.82142
H -2.33226 -1.44233 -1.63110
H -1.98473 -3.59862 -1.06439
H -0.23210 -1.05452 -3.83779
H -0.11613 -2.76354 -3.51919
H 2.05885 -2.53617 -3.18776
H 1.72956 -1.56724 -1.72572
H 1.56737 0.01904 -4.19999
H 3.10684 -0.75921 -4.03173
H 2.29112 1.62300 -2.66355
H 2.55587 0.36696 -1.47273
H 3.82896 0.79408 -2.60555
H 0.25103 0.60768 -1.47305
H -1.21012 0.60286 -0.47464
C -3.70958 -1.80130 -4.46590
C -4.27639 -2.95039 -3.66465
O -5.14524 -3.62549 -4.58751
S -4.54202 -3.51918 -6.06278
O -3.81457 -4.69947 -6.35019
O -5.55685 -3.05150 -6.92948
O -3.49291 -2.35317 -5.77315
H -4.41778 -0.97567 -4.54665
H -2.77244 -1.43561 -4.06166
H -4.84020 -2.62076 -2.79664
H -3.49198 -3.64231 -3.35211
C -2.61271 -8.11161 3.86783
C -1.10913 -8.25704 3.85091
O -0.62756 -6.90286 3.79405
S -1.62333 -5.94451 4.59794
O -1.12328 -5.73015 5.90481
O -1.98981 -4.86441 3.75603
O -2.85612 -6.96094 4.69286
H -3.00587 -7.90722 2.86903
H -3.10559 -8.98000 4.28319
H -0.74821 -8.81452 2.99201
H -0.74288 -8.71992 4.76866
C 0.99015 10.54313 -2.25791
C -0.04116 9.49510 -1.90137
O 0.48127 8.28552 -2.47155
S 2.07954 8.30530 -2.41271
O 2.51755 7.58813 -1.27173
O 2.57672 8.01511 -3.70671
O 2.25171 9.86646 -2.11437
H 0.88771 10.87164 -3.28961
H 0.95610 11.40567 -1.59912
H -1.02053 9.71041 -2.31764
H -0.12508 9.35924 -0.82067
C -1.17937 -6.29374 -4.23913
C -1.03132 -6.74829 -5.67641
O 0.20469 -6.15699 -6.10111
S 1.22034 -6.08279 -4.87446
O 2.11029 -7.18289 -4.92916
O 1.70179 -4.75139 -4.77347
O 0.15543 -6.35008 -3.71315
H -1.53620 -5.26397 -4.17376
H -1.82931 -6.94250 -3.65923
H -1.83926 -6.40581 -6.31179
H -0.93924 -7.83438 -5.74774
C 3.29744 13.79794 -5.76869
C 3.12715 12.44501 -6.42869
O 1.90893 11.93574 -5.86604
S 0.90161 13.14209 -5.57837
O -0.01563 13.25160 -6.64938
O 0.47065 13.03834 -4.23033
O 1.96486 14.32949 -5.69445
H 3.68955 13.70314 -4.75451
H 3.92798 14.47002 -6.34309
H 3.94412 11.76309 -6.21370
H 2.99839 12.53625 -7.50875
C -4.38766 -13.38023 6.66142
C -5.59654 -12.61827 6.16010
O -5.04189 -11.42144 5.59210
S -3.61323 -11.73956 4.95434
O -3.75696 -11.94577 3.56077
O -2.67744 -10.80950 5.47341
O -3.38561 -13.15395 5.65763
H -4.02443 -12.98078 7.60969
H -4.57302 -14.44556 6.76024
H -6.29268 -12.36079 6.95226
H -6.12005 -13.16471 5.37348
```

Summary:
- Frontier orbital gap: 8.060 eV
- Charge: 0
- LUMO: 0.1 eV
- SMILES string: CCCCCCCCN(CCCCCCCC)C(=S)SCCC[PH](O)(CCCC)CC(=O)I.O=S1(=O)OCCO1.O=S1(=O)OCCO1.O=S1(=O)OCCO1.O=S1(=O)OCCO1.O=S1(=O)OCCO1.O=S1(=O)OCCO1
- HOMO level: -8.0 eV

***

Which of these has the highest charge? C2H6NP2

***

Which value of charge does entry 1 give? 0